104
Properties=species:S:1:pos:R:3:lowdin_charge:R:1 method="wB97M-V/def2-TZVPD" homo_lumo_gap_ev=5.86 charge=+3 homo_ev=-15.3658 de_lowest_kcal_mol=0.0
Ta 0.345 0.074 0.029 1.5948
O 1.307 -0.031 1.733 -0.6443
S 1.161 -1.440 2.514 1.1140
C 2.823 -1.852 2.804 -0.3413
C 3.514 -1.459 3.949 -0.0224
C 4.815 -1.882 4.215 0.0326
C 5.405 -2.744 3.314 -0.1033
C 6.745 -3.406 3.332 -0.0707
C 6.785 -4.269 2.051 -0.0712
C 5.497 -3.978 1.351 -0.1137
C 4.983 -4.409 0.153 0.0356
C 3.756 -3.882 -0.258 -0.0395
C 2.985 -2.985 0.484 -0.2802
P 1.594 -2.324 -0.518 1.0371
C 2.434 -1.880 -2.072 -0.3869
C 3.399 -0.873 -1.982 -0.1154
C 4.125 -0.497 -3.099 -0.0445
C 3.891 -1.125 -4.317 -0.0375
C 2.945 -2.133 -4.407 -0.0414
C 2.219 -2.518 -3.288 -0.0761
C 0.458 -3.706 -0.751 -0.3680
C -0.384 -3.807 -1.859 -0.1226
C -1.296 -4.842 -1.946 -0.0420
C -1.386 -5.783 -0.928 -0.0301
C -0.553 -5.691 0.176 -0.0415
C 0.368 -4.660 0.268 -0.0775
C 3.444 -2.630 1.780 -0.1422
C 4.725 -3.101 2.135 -0.0672
C 0.394 -1.047 4.055 -0.3150
C 0.694 -2.014 5.004 -0.0753
C 0.197 -1.988 6.306 0.0261
C -0.601 -0.927 6.645 -0.1182
C -1.219 -0.577 7.959 -0.0752
C -2.024 0.708 7.687 -0.0751
C -1.802 1.000 6.240 -0.1209
C -2.296 2.005 5.456 0.0343
C -1.979 1.962 4.099 -0.0633
C -1.145 1.020 3.486 -0.2569
P -1.212 1.374 1.696 1.0290
C -0.344 2.947 1.448 -0.3782
C 0.468 3.481 2.448 -0.0609
C 1.189 4.640 2.211 -0.0351
C 1.113 5.268 0.980 -0.0234
C 0.316 4.736 -0.030 -0.0424
C -0.402 3.579 0.197 -0.1344
C -2.967 1.541 1.305 -0.3717
C -3.554 2.746 0.918 -0.0769
C -4.920 2.805 0.695 -0.0441
C -5.706 1.675 0.865 -0.0343
C -5.132 0.484 1.282 -0.0428
C -3.770 0.414 1.508 -0.1133
C -0.541 0.007 4.306 -0.0981
C -0.953 0.028 5.665 -0.0557
H 3.010 -0.830 4.671 0.1275
H 5.318 -1.560 5.115 0.1359
H 6.876 -3.995 4.241 0.1409
H 7.531 -2.647 3.338 0.1426
H 6.853 -5.334 2.284 0.1409
H 7.640 -4.030 1.417 0.1386
H 5.510 -5.099 -0.489 0.1351
H 3.407 -4.177 -1.239 0.1201
H 3.619 -0.400 -1.028 0.1167
H 4.875 0.277 -3.018 0.1253
H 4.459 -0.837 -5.191 0.1235
H 2.780 -2.637 -5.348 0.1223
H 1.507 -3.329 -3.372 0.0988
H -0.326 -3.085 -2.668 0.0787
H -1.939 -4.920 -2.810 0.1212
H -2.099 -6.590 -1.002 0.1238
H -0.611 -6.430 0.962 0.1203
H 1.027 -4.614 1.126 0.1040
H 1.362 -2.823 4.737 0.1205
H 0.467 -2.765 7.005 0.1367
H -0.441 -0.423 8.710 0.1403
H -1.846 -1.394 8.321 0.1402
H -1.690 1.544 8.303 0.1398
H -3.089 0.576 7.885 0.1404
H -2.942 2.782 5.838 0.1373
H -2.440 2.722 3.480 0.1153
H 0.534 2.998 3.412 0.1098
H 1.808 5.056 2.993 0.1224
H 1.675 6.173 0.801 0.1255
H 0.258 5.231 -0.989 0.1240
H -1.009 3.166 -0.603 0.1120
H -2.969 3.650 0.826 0.1047
H -5.371 3.742 0.404 0.1208
H -6.771 1.727 0.689 0.1230
H -5.747 -0.391 1.436 0.1212
H -3.337 -0.518 1.849 0.0935
O 2.434 2.648 -2.269 0.2209
C 1.636 1.816 -2.001 -0.4663
O 1.374 1.456 -0.693 -0.2263
C 0.753 1.018 -2.898 -0.1903
C 0.778 1.209 -4.264 0.0610
C -0.110 0.481 -5.050 0.0258
C -0.984 -0.378 -4.415 0.0116
C -0.942 -0.509 -3.031 -0.0908
N -0.070 0.164 -2.257 -0.0065
H 1.472 1.923 -4.683 0.1469
H -0.127 0.602 -6.124 0.1382
H -1.714 -0.947 -4.972 0.1334
H -1.634 -1.166 -2.532 0.0841
N -2.415 -1.724 -0.256 0.1251
C -1.446 -1.105 -0.174 -0.4234

***

74
Properties=species:S:1:pos:R:3:lowdin_spin:R:1 method="wB97M-V/def2-TZVPD" homo_lumo_gap_ev="7.05 / 6.35" charge=0 multiplicity=5 homo_ev="-7.3113 / -8.2051"
Fe 0.612 -2.176 0.508 1.9468
O 2.852 -3.292 -2.894 0.0005
C 2.096 -3.220 -1.812 0.0000
O 0.945 -2.835 -1.821 0.0197
C 2.691 -3.737 -0.567 -0.0070
C 3.913 -4.369 -0.430 -0.0003
C 4.231 -4.925 0.801 -0.0065
C 3.274 -4.919 1.807 0.0001
C 2.096 -4.225 1.600 -0.0075
N 1.857 -3.579 0.465 -0.0188
C 0.918 -4.100 2.572 0.0017
O 0.939 -4.708 3.628 -0.0001
O 0.005 -3.337 2.105 0.0147
H 2.380 -2.905 -3.647 -0.0001
H 4.585 -4.414 -1.274 0.0000
H 5.198 -5.380 0.966 -0.0004
H 3.421 -5.421 2.753 0.0000
N 1.915 -1.226 2.519 0.0279
C 3.122 -0.558 2.039 0.0023
C 2.968 -0.213 0.532 0.0030
O 3.615 0.716 0.064 0.0003
O 2.171 -0.981 -0.104 0.0230
H 1.198 -0.543 2.720 -0.0001
H 2.077 -1.771 3.357 0.0011
H 3.970 -1.240 2.129 0.0000
H 3.362 0.368 2.569 0.0012
O -0.759 -0.663 0.878 0.0228
P -1.464 0.668 0.909 0.0473
C -0.397 1.843 1.786 0.0085
C -0.014 3.103 1.346 0.0043
C 0.902 3.841 2.082 0.0000
C 1.429 3.332 3.258 0.0010
C 0.999 2.101 3.736 0.0006
C 0.083 1.364 3.006 0.0022
C -1.994 1.364 -0.660 0.3396
C -0.930 1.702 -1.665 0.0452
C -1.452 2.540 -2.875 0.0435
C -2.810 2.024 -3.341 0.0464
C -3.772 1.641 -2.295 0.3555
C -3.334 1.311 -1.036 0.0361
C -2.949 0.502 1.914 0.0007
C -3.595 1.639 2.392 0.0010
C -4.760 1.506 3.128 0.0003
C -5.278 0.241 3.377 -0.0002
C -4.627 -0.891 2.910 0.0001
C -3.456 -0.765 2.176 -0.0003
H -0.425 3.523 0.437 0.0018
H 1.212 4.816 1.731 0.0000
H 2.164 3.899 3.813 0.0001
H 1.375 1.717 4.675 0.0001
H -0.282 0.410 3.372 0.0002
H -0.109 2.236 -1.177 0.0053
H -1.292 3.612 -2.765 0.0003
H -3.272 2.666 -4.095 0.0034
H -4.821 1.589 -2.553 0.0193
H -4.064 1.036 -0.283 -0.0058
H -3.176 2.619 2.192 0.0004
H -5.270 2.383 3.504 0.0000
H -6.196 0.139 3.942 0.0000
H -5.035 -1.872 3.115 0.0000
H -2.920 -1.633 1.812 0.0000
Se -1.654 -0.577 -3.060 0.0679
N -0.273 0.482 -2.238 0.0405
C 0.271 0.970 -3.451 0.2155
C 1.490 0.766 -4.015 -0.0044
C 1.744 1.349 -5.267 0.3042
C 0.778 2.168 -5.901 0.0144
C -0.430 2.436 -5.338 0.2048
C -0.802 1.787 -4.070 0.0596
N -2.090 0.931 -4.118 0.0984
H 2.249 0.223 -3.469 -0.0060
H 2.705 1.194 -5.740 0.0181
H 1.031 2.622 -6.851 -0.0052
H -1.143 3.096 -5.816 0.0109

***

137
Properties=species:S:1:pos:R:3:lowdin_charge:R:1 method="wB97M-V/def2-TZVPD" homo_lumo_gap_ev=8.82 charge=+1 homo_ev=-11.2338
C -2.244 5.342 2.784 -0.1032
C -1.304 4.175 2.422 -0.2586
C -1.391 2.987 3.361 -0.1669
N -0.116 2.130 3.360 0.0710
C -0.235 1.305 2.225 -0.2484
C 0.161 1.591 0.935 -0.3764
P 1.128 2.924 0.199 0.9672
P 2.855 1.747 -0.481 0.2459
O 2.813 1.578 -1.942 -0.3314
O 4.192 2.476 -0.022 -0.1509
O 2.744 0.407 0.371 -0.2036
N -0.395 0.592 0.133 0.0167
C -0.382 0.584 -1.332 -0.1361
C -1.733 1.126 -1.828 -0.2728
N -1.849 2.580 -1.664 0.0258
C -0.992 -0.337 0.901 -0.1571
C -1.593 -1.544 0.319 -0.0804
C -0.483 -2.632 0.132 -0.1905
O -0.511 -3.133 -1.194 -0.0738
N -0.905 0.079 2.190 0.0887
C -1.503 -0.625 3.307 -0.1018
C -0.585 -0.884 4.501 -0.1431
O 0.772 -1.018 4.103 -0.0028
C 1.696 -0.420 4.884 -0.3107
O 2.820 -0.832 4.978 -0.0044
H -2.701 5.636 1.842 -0.0137
H -3.001 5.057 3.504 0.0761
H -1.677 6.193 3.143 0.0777
H -0.278 4.524 2.418 0.0840
H -1.592 3.851 1.426 0.0659
H -2.173 2.336 2.967 0.1021
H -1.652 3.265 4.377 0.1247
H -0.191 1.585 4.210 0.0732
H 1.673 3.641 1.271 -0.0608
H 4.173 2.768 0.901 0.0667
H 3.601 -0.036 0.490 0.0452
H 0.401 1.230 -1.706 0.0649
H -0.264 -0.428 -1.697 0.1137
H -1.888 0.848 -2.866 0.0292
H -2.516 0.674 -1.223 0.1008
H -2.562 2.829 -0.993 -0.0030
H -0.977 3.027 -1.421 0.0187
H -2.364 -1.945 0.949 0.0561
H -1.983 -1.352 -0.667 0.0649
H 0.495 -2.194 0.329 0.1194
H -0.642 -3.454 0.823 0.1264
H 0.308 -2.907 -1.645 0.0709
H -2.381 -0.093 3.661 0.0925
H -1.863 -1.580 2.957 0.1000
H -0.722 -0.163 5.304 0.1251
H -0.884 -1.844 4.912 0.1405
H 1.363 0.470 5.431 0.1439
C 5.427 -2.186 -2.035 -1.5988
Br 6.130 -0.521 -1.372 0.6245
Br 6.442 -3.682 -1.407 0.6427
Br 3.569 -2.355 -1.568 0.5844
H 5.485 -2.161 -3.115 -0.0381
C -0.970 -0.290 -6.072 -1.5924
Br 0.188 0.574 -4.805 0.6370
Br -2.743 0.448 -6.032 0.4960
Br -0.230 -0.267 -7.847 0.6123
H -1.045 -1.325 -5.768 -0.1056
C -3.351 -3.533 -4.643 -1.5819
Br -3.275 -2.200 -3.257 0.5770
Br -1.581 -4.032 -5.221 0.6417
Br -4.383 -5.054 -4.106 0.6263
H -3.846 -3.080 -5.491 -0.0187
C -5.740 -2.542 1.683 -1.6035
Br -5.654 -4.300 2.433 0.5869
Br -4.894 -1.225 2.810 0.6213
Br -5.007 -2.484 -0.096 0.6002
H -6.782 -2.268 1.611 -0.0212
C -5.922 4.817 0.431 -1.6294
Br -4.731 3.309 0.676 0.5869
Br -7.526 4.614 1.459 0.6136
Br -5.044 6.488 0.799 0.6362
H -6.199 4.816 -0.612 -0.0984
C -1.792 -7.925 -5.636 -1.6641
Br -0.086 -8.535 -6.272 0.5594
Br -3.090 -7.852 -7.054 0.5656
Br -2.415 -8.981 -4.153 0.5705
H -1.659 -6.917 -5.274 -0.1104
C 1.183 -11.910 -8.617 -1.6468
Br -0.706 -11.846 -8.967 0.5673
Br 2.117 -10.492 -9.520 0.5657
Br 1.546 -11.895 -6.729 0.5476
H 1.554 -12.844 -9.011 -0.0308
C -5.632 2.307 -8.418 -1.6486
Br -4.010 1.605 -9.171 0.5584
Br -7.013 2.500 -9.736 0.6011
Br -6.222 1.247 -6.919 0.5395
H -5.409 3.292 -8.035 -0.0567
C 5.547 0.682 5.532 -1.6300
Br 5.128 1.786 4.013 0.5430
Br 7.433 0.633 5.874 0.6047
Br 4.562 1.246 7.091 0.6176
H 5.222 -0.322 5.296 -0.0941
C 3.457 4.930 6.624 -1.6438
Br 2.219 4.262 5.307 0.5089
Br 4.896 5.899 5.804 0.5895
Br 2.557 5.972 7.962 0.5502
H 3.890 4.068 7.111 -0.0906
C 1.555 9.674 9.045 -1.6631
Br 1.685 9.993 7.153 0.5708
Br 1.122 11.273 10.015 0.5855
Br 0.320 8.253 9.439 0.5284
H 2.526 9.347 9.384 -0.1092
C 6.274 -2.760 2.159 -1.6489
Br 6.858 -4.590 2.265 0.5829
Br 4.802 -2.385 3.339 0.6472
Br 7.712 -1.534 2.484 0.5747
H 5.929 -2.594 1.148 -0.1108
C 3.454 -1.413 -6.540 -1.6213
Br 3.598 -0.118 -5.136 0.5687
Br 5.179 -2.063 -7.087 0.6246
Br 2.286 -2.860 -6.031 0.5519
H 3.005 -0.923 -7.393 -0.0414
C -3.896 3.560 -3.784 -1.5875
Br -3.474 3.822 -5.639 0.5975
Br -4.946 5.022 -3.085 0.6333
Br -4.755 1.865 -3.480 0.5543
H -2.959 3.533 -3.243 -0.0686
C 3.813 7.442 12.433 -1.6246
Br 4.543 8.747 11.221 0.6126
Br 2.061 7.929 13.053 0.5799
Br 3.828 5.680 11.662 0.5605
H 4.464 7.421 13.294 -0.0305
C -8.014 -7.841 2.473 -1.6413
Br -8.387 -6.780 0.913 0.5595
Br -6.126 -7.915 2.848 0.5467
Br -9.010 -7.235 3.999 0.5826
H -8.333 -8.849 2.256 -0.0289
C 8.022 -3.630 -9.153 -1.6747
Br 7.645 -3.540 -11.035 0.5804
Br 8.451 -5.419 -8.598 0.5761
Br 9.389 -2.379 -8.640 0.5699
H 7.121 -3.343 -8.634 -0.1170

***

102
Properties=species:S:1:pos:R:3:lowdin_charge:R:1 method="wB97M-V/def2-TZVPD" homo_lumo_gap_ev=7.36 charge=+1 homo_ev=-10.6292 de_lowest_kcal_mol=6.1
In 0.347 0.526 0.176 0.9746
C -4.667 -0.049 0.619 -0.0374
C -3.434 0.072 1.470 -0.2784
C -3.127 1.260 2.128 -0.0480
C -2.016 1.346 2.957 -0.0955
C -1.205 0.237 3.153 -0.1409
C -1.501 -0.957 2.506 -0.1279
C -2.597 -1.026 1.658 -0.0504
H -5.527 -0.312 1.239 0.0936
H -4.551 -0.833 -0.127 0.0611
H -4.901 0.892 0.121 0.0756
H -3.782 2.116 2.018 0.1192
H -1.800 2.273 3.473 0.1103
H -0.352 0.302 3.818 0.1060
H -0.899 -1.842 2.683 0.0937
H -2.835 -1.955 1.156 0.0737
N 3.553 3.338 0.254 0.1287
C 3.921 2.079 -0.190 -0.2916
C 5.292 1.787 -0.279 0.0017
C 5.684 0.578 -0.805 -0.0459
C 4.713 -0.325 -1.228 -0.0695
C 3.395 0.027 -1.048 -0.1973
N 2.995 1.197 -0.538 0.0591
C 2.307 3.959 0.333 -0.2860
C 2.295 5.361 0.358 -0.0051
C 1.087 6.019 0.427 -0.0524
C -0.086 5.276 0.491 -0.0567
C 0.029 3.903 0.505 -0.1680
N 1.189 3.243 0.429 0.0430
H 4.331 3.965 0.369 0.1357
H 6.027 2.509 0.055 0.1168
H 6.734 0.333 -0.884 0.1175
H 4.980 -1.272 -1.675 0.1138
H 2.594 -0.656 -1.320 0.0688
H 3.222 5.918 0.321 0.1156
H 1.056 7.100 0.441 0.1161
H -1.057 5.748 0.524 0.1089
H -0.856 3.279 0.606 0.0771
C 3.501 0.476 -4.313 -0.0586
C 2.335 -0.520 -4.324 -0.3818
C 2.554 -1.575 -5.416 -0.0496
C 1.005 0.189 -4.523 -0.1197
C 0.910 1.014 -5.640 -0.0362
C -0.227 1.744 -5.913 -0.0524
C -1.308 1.655 -5.055 -0.0275
C -1.276 0.852 -3.926 -0.1377
C -2.552 0.781 -3.103 -0.3455
C -3.088 -0.645 -2.936 -0.0494
C -2.412 1.483 -1.740 -0.0751
C -0.106 0.113 -3.646 -0.1461
N -0.066 -0.659 -2.461 0.0786
C 0.242 -1.890 -2.516 -0.1151
C 0.266 -2.815 -1.375 -0.1191
N 0.221 -2.516 -0.140 0.1149
C -0.080 -3.567 0.767 -0.1664
C 0.756 -3.832 1.871 -0.1517
C 0.397 -4.836 2.760 -0.0278
C -0.753 -5.586 2.591 -0.0493
C -1.572 -5.318 1.515 -0.0302
C -1.268 -4.322 0.593 -0.1293
C -2.285 -4.094 -0.521 -0.3762
C -2.221 -5.228 -1.555 -0.0476
C -3.718 -4.007 0.024 -0.0651
C 2.111 -3.194 2.112 -0.3599
C 2.080 -1.676 2.287 -0.0679
C 3.110 -3.621 1.031 -0.0465
H 4.436 -0.060 -4.136 0.0791
H 3.372 1.214 -3.521 0.0778
H 3.591 1.003 -5.262 0.0780
H 2.353 -1.028 -3.361 0.0866
H 2.633 -1.099 -6.394 0.0829
H 1.726 -2.285 -5.462 0.0758
H 3.477 -2.126 -5.232 0.0837
H 1.751 1.078 -6.319 0.1123
H -0.270 2.374 -6.791 0.1116
H -2.208 2.216 -5.277 0.1170
H -3.299 1.325 -3.683 0.1264
H -2.452 -1.226 -2.270 0.0499
H -3.142 -1.155 -3.900 0.0916
H -4.093 -0.616 -2.513 0.0773
H -2.220 0.750 -0.955 0.0061
H -3.328 2.015 -1.481 0.0842
H -1.596 2.209 -1.759 0.0687
H 0.366 -2.392 -3.480 0.1361
H 0.268 -3.863 -1.684 0.1258
H 1.044 -5.046 3.602 0.1172
H -1.003 -6.379 3.284 0.1121
H -2.473 -5.902 1.382 0.1149
H -2.068 -3.151 -1.026 0.0993
H -2.397 -6.189 -1.070 0.0859
H -1.250 -5.282 -2.048 0.0666
H -2.984 -5.086 -2.321 0.0865
H -4.100 -4.991 0.295 0.0810
H -4.381 -3.601 -0.741 0.0862
H -3.777 -3.375 0.909 0.0614
H 2.476 -3.611 3.053 0.1279
H 1.982 -1.184 1.323 -0.0209
H 3.010 -1.333 2.743 0.0932
H 1.248 -1.373 2.927 0.0642
H 2.775 -3.306 0.041 0.0619
H 3.218 -4.706 1.022 0.0879
H 4.087 -3.176 1.223 0.0820

***

25
Properties=species:S:1:pos:R:3:lowdin_charge:R:1 method="wB97M-V/def2-TZVPD" homo_lumo_gap_ev="6.72 / 7.11" charge=0 homo_ev="-7.5888 / -7.8765" de_lowest_kcal_mol=0.0
C 0.297 -3.308 1.436 -0.0010
C 1.289 -2.560 2.025 0.0014
C -0.492 -2.383 0.693 -0.4036
C 1.081 -1.220 1.588 -0.3998
C -1.933 1.876 0.549 -0.0802
C 1.347 0.526 -2.748 -0.1727
C -1.180 2.610 -0.550 -0.3125
N -0.034 -1.139 0.815 0.0870
O 1.489 1.527 -0.132 -0.3489
O -1.562 -2.679 -0.041 0.1138
O 1.845 -0.197 1.875 0.1081
O -0.662 1.710 -1.506 -0.2970
P 0.603 0.773 -1.058 0.7737
H 0.103 -4.356 1.528 0.1037
H 2.095 -2.885 2.650 0.1059
H -2.297 2.586 1.287 0.0779
H -2.775 1.330 0.132 0.0749
H -1.259 1.167 1.028 0.0449
H 2.071 -0.281 -2.695 0.0357
H 0.555 0.282 -3.446 0.0362
H 1.840 1.454 -3.027 0.0476
H -0.359 3.190 -0.113 0.1078
H -1.843 3.280 -1.106 0.1190
H -1.904 -1.860 -0.430 0.1200
H 1.682 0.559 1.246 0.0580

***

13
Properties=species:S:1:pos:R:3:lowdin_charge:R:1 method="wB97M-V/def2-TZVPD" homo_lumo_gap_ev="7.41 / 8.48" charge=0 homo_ev="-8.3877 / -8.5150" de_lowest_kcal_mol=50.3
C -0.395 -0.911 1.013 -0.1053
C 0.836 -0.416 0.855 -0.3093
C -1.462 -0.543 -0.008 -0.3505
N -0.946 -0.163 -1.250 0.0844
N 1.257 0.205 -0.261 -0.3243
P 1.911 1.673 -0.505 0.7563
H -0.676 -1.491 1.877 0.0862
H 1.562 -0.567 1.646 0.1085
H -2.098 -1.439 -0.099 0.1164
H -2.084 0.278 0.380 0.1039
H -0.448 -0.938 -1.684 0.0477
H 0.917 2.580 -0.098 -0.1085
H 1.626 1.733 -1.866 -0.1056